28
Properties=species:S:1:pos:R:3:forces:R:3:nbo_charge:R:1 method="wB97M-V/def2-TZVPD" smiles="Cc1ccc(O)cc1.CCC(N)=O" largest_force_ev_per_a=3.541 orbital_gap_ev=9.0
C 0.68474 0.99815 -3.08122 1.916 -1.445 0.343 -0.63
C -0.11850 -0.01740 -2.30395 -1.165 -0.926 -0.656 -0.03
C -0.88238 0.42432 -1.22991 -0.116 -1.851 -1.104 -0.19
C -1.83870 -0.47704 -0.75694 -0.679 1.470 1.006 -0.28
C -1.85037 -1.80348 -1.08635 -0.070 -0.866 -0.055 0.29
O -2.68828 -2.63905 -0.38316 -1.083 0.065 -0.003 -0.68
C -1.00932 -2.33753 -2.07855 0.309 1.182 0.441 -0.26
C -0.28954 -1.38705 -2.78879 1.027 2.438 0.941 -0.18
H 0.09275 1.66425 -3.68451 -0.207 -0.046 -0.538 0.22
H 1.45932 0.40175 -3.62991 -0.801 0.831 -0.298 0.22
H 1.31823 1.62935 -2.44634 -0.371 -0.040 0.280 0.21
H -0.71799 1.41044 -0.86589 -0.358 0.648 0.332 0.21
H -2.66925 -0.14199 -0.10571 0.826 -0.084 0.018 0.20
H -3.50521 -2.15317 -0.10022 1.284 -0.542 -0.347 0.48
H -0.80091 -3.39359 -2.16837 -0.616 -0.096 -0.392 0.23
H 0.27427 -1.55619 -3.69546 0.120 -0.724 0.088 0.21
C 0.10800 1.35313 3.32876 -0.961 -2.190 1.292 -0.62
C 0.74788 -0.03996 3.03105 -0.581 1.145 0.175 -0.50
C 1.79752 0.09403 1.92197 2.145 -0.051 -1.866 0.68
N 2.12135 1.34051 1.34699 -2.225 2.604 0.899 -0.86
O 2.51987 -0.79478 1.51064 -0.799 -0.912 0.847 -0.59
H -0.72941 1.10359 4.03941 0.684 0.691 -0.553 0.21
H -0.34169 1.82510 2.45492 0.347 0.140 0.122 0.21
H 0.86371 1.89530 3.87469 -0.098 0.870 -0.173 0.22
H 1.18792 -0.43001 3.96616 0.524 0.436 -0.526 0.24
H -0.05861 -0.78754 2.92560 0.561 0.234 -1.142 0.24
H 2.74669 1.60761 0.60668 0.753 -1.901 -0.107 0.41
H 1.57793 2.21129 1.39841 -0.368 -1.082 0.976 0.37


35
Properties=species:S:1:pos:R:3:forces:R:3:nbo_charge:R:1 method="wB97M-V/def2-TZVPD" largest_force_ev_per_a=3.386 orbital_gap_ev="5.6 / 4.0"
Ti -0.43152 0.00314 -0.69283 -1.248 -0.126 -1.817 1.76
O -3.10664 2.41781 1.26980 0.154 -0.085 -0.064 -0.62
C -2.19037 1.81794 0.54963 -0.261 0.207 -0.101 0.84
O -1.70695 0.73445 0.87479 0.425 -0.440 -0.180 -0.63
C -1.74328 2.50165 -0.70265 -0.323 0.273 -0.060 -0.19
O -0.70475 1.76302 -1.25805 0.196 -1.233 0.660 -0.67
C -2.16835 -0.26494 -3.82000 0.262 -0.172 1.091 -0.67
C -2.55830 -0.25611 -2.47561 -0.804 1.163 -3.077 0.60
O -3.54844 0.33895 -2.02187 -0.053 0.021 1.181 -0.75
O -1.73834 -0.95522 -1.62162 2.312 0.202 2.297 -0.70
H -3.32972 1.85035 2.02486 -0.056 0.002 0.004 0.51
H -1.45573 3.53136 -0.46161 0.136 -0.052 -0.040 0.21
H -2.62353 2.54213 -1.35805 0.065 -0.121 -0.092 0.27
H -1.26589 -0.77026 -4.12878 -0.007 -0.047 -0.055 0.18
H -2.78847 0.24466 -4.54037 -0.036 -0.080 0.007 0.20
O 2.08441 0.77917 2.57106 -0.041 -0.014 -0.061 -0.56
C 2.35896 0.57738 1.41696 0.119 0.060 0.215 0.69
C 3.76951 0.59371 0.81803 -0.054 -0.002 -0.042 -0.52
C 3.57284 0.20979 -0.64998 -0.023 -0.019 -0.001 -0.51
C 2.08022 0.05041 -0.73211 0.319 0.106 0.173 0.69
O 1.39782 -0.25732 -1.74124 -0.688 0.078 0.097 -0.61
N 1.44548 0.27411 0.41430 -0.269 -0.183 -0.082 -0.70
H 4.39794 -0.09971 1.37435 -0.009 -0.005 -0.002 0.24
H 4.18807 1.59043 0.95065 -0.004 -0.003 -0.003 0.25
H 4.05324 -0.72619 -0.93516 0.001 0.000 -0.003 0.25
H 3.89541 0.97102 -1.35964 -0.009 -0.003 -0.008 0.25
C -0.41301 -1.79887 2.66169 -0.023 -0.007 -0.026 -0.64
C 0.24113 -2.47698 1.48040 0.064 -0.017 0.140 -0.06
O -0.29786 -2.02183 0.22117 -0.105 0.475 0.003 -0.71
H 0.00283 -2.19737 3.58811 0.003 0.003 -0.008 0.23
H -1.49010 -1.97499 2.66523 0.004 -0.001 0.004 0.21
H -0.22545 -0.72605 2.63953 0.004 0.001 0.016 0.24
H 0.13195 -3.56166 1.52022 -0.017 0.016 -0.037 0.19
H 1.30382 -2.24691 1.44026 -0.002 -0.012 -0.010 0.19
H -1.13696 -2.45706 0.01854 -0.031 0.014 -0.118 0.52


27
Properties=species:S:1:pos:R:3:forces:R:3:nbo_charge:R:1 method="wB97M-V/def2-TZVPD" smiles=CC(C)[C@H](NS)c1ccccc1 largest_force_ev_per_a=4.783 orbital_gap_ev=9.8
C 0.96066 -1.47444 1.55885 0.192 0.145 0.697 -0.63
C 0.99635 0.06860 1.35655 -0.071 0.058 -0.843 -0.24
C 2.13686 0.47318 0.45662 1.206 2.641 1.016 -0.60
C -0.33174 0.69505 0.84462 1.453 1.557 0.316 -0.08
N -1.41269 0.46794 1.77098 -2.950 1.403 1.227 -0.72
S -1.13402 1.23884 3.39911 -0.028 -0.147 -1.839 0.11
C -0.57002 0.33290 -0.56033 -0.948 -0.044 -1.545 -0.05
C -0.09465 1.09711 -1.62317 -0.088 0.110 -1.724 -0.19
C -0.37287 0.72037 -2.95947 0.080 0.250 0.484 -0.21
C -1.04065 -0.45223 -3.22855 -0.361 -1.336 2.031 -0.21
C -1.48155 -1.30809 -2.18098 1.757 4.355 0.906 -0.20
C -1.29246 -0.80525 -0.87550 -0.052 -2.358 0.654 -0.20
H 1.35191 -1.91772 0.62728 -0.142 0.058 0.314 0.21
H 1.69269 -1.82533 2.40407 -1.799 0.580 -1.358 0.23
H -0.12327 -1.81510 1.62410 1.551 0.163 0.623 0.23
H 1.25273 0.76304 2.12505 -0.237 -0.671 1.957 0.23
H 2.17284 0.00875 -0.49547 0.115 -0.337 -0.972 0.21
H 3.10837 0.39026 0.99567 -0.536 -0.661 -0.411 0.21
H 2.10709 1.62493 0.38744 -0.150 -1.559 -0.551 0.20
H -0.16621 1.78563 0.80066 0.460 -0.105 0.093 0.18
H -2.33015 0.99756 1.51107 2.313 -1.459 -0.099 0.39
H -1.29766 0.08788 3.98617 -0.006 -0.777 0.823 0.11
H 0.53939 1.97747 -1.57886 -0.243 0.041 0.799 0.22
H -0.07677 1.34241 -3.81766 0.104 -0.215 0.667 0.21
H -1.15413 -0.82108 -4.19668 -0.248 -0.184 -1.662 0.21
H -1.91799 -2.21634 -2.35836 -1.071 -2.071 -0.417 0.21
H -1.52207 -1.43633 0.02678 -0.302 0.563 -1.188 0.22


28
Properties=species:S:1:pos:R:3:forces:R:3:nbo_charge:R:1 method="wB97M-V/def2-TZVPD" smiles=Cc1ccc([Si@]2(C)NCCS2)cc1 largest_force_ev_per_a=3.712 orbital_gap_ev=9.4
C 2.13458 -1.09919 3.83920 -2.679 -2.519 -0.506 -0.63
C 1.09318 -0.98930 2.70727 -1.181 2.362 -1.488 0.01
C 1.14172 -1.70860 1.48139 -0.681 0.242 0.619 -0.22
C 0.37483 -1.40894 0.35067 -0.888 1.809 1.811 -0.21
C -0.40843 -0.23303 0.36462 -0.049 -0.347 -0.066 -0.50
Si -1.23071 0.21033 -1.24748 0.667 0.522 -0.698 1.66
C -2.60764 -0.96961 -1.69787 1.207 -2.309 -0.422 -1.15
N 0.13011 0.21918 -2.37341 1.425 -0.182 0.342 -1.07
C 0.13132 1.44549 -3.24644 -0.336 -1.749 0.327 -0.24
C -0.14785 2.59018 -2.30103 2.188 1.626 -0.042 -0.54
S -1.59884 2.33148 -1.25774 -1.381 0.136 -0.470 -0.21
C -0.48091 0.56047 1.51847 0.109 -1.814 1.388 -0.20
C 0.13842 0.13828 2.71102 2.348 -1.719 -0.859 -0.20
H 2.32233 -2.19792 4.05452 -0.474 1.297 0.392 0.22
H 1.82390 -0.47328 4.66920 0.051 -0.398 0.340 0.22
H 3.04300 -0.77581 3.48580 2.152 1.107 -0.904 0.22
H 1.68676 -2.60684 1.38668 1.011 -0.861 0.307 0.20
H 0.24704 -2.05406 -0.49159 0.584 -0.529 -0.365 0.21
H -3.63098 -0.71583 -1.53846 -0.634 0.539 0.279 0.25
H -2.34609 -1.76693 -0.92552 -0.611 0.536 -0.904 0.24
H -2.56599 -1.51755 -2.71588 0.272 1.189 1.506 0.26
H 1.01870 0.11094 -1.80182 -1.371 0.380 -1.174 0.39
H 0.98759 1.52091 -3.96612 -0.193 0.112 1.269 0.21
H -0.68770 1.25199 -3.92231 -0.647 0.364 -0.275 0.19
H 0.61568 2.48007 -1.47268 -0.021 0.869 -1.414 0.21
H -0.07643 3.61051 -2.85934 -0.452 -1.575 1.405 0.24
H -1.19022 1.35264 1.61179 -0.134 0.712 -0.345 0.22
H 0.08262 0.69443 3.63707 -0.280 0.200 -0.054 0.21


29
Properties=species:S:1:pos:R:3:forces:R:3:nbo_charge:R:1 method="wB97M-V/def2-TZVPD" smiles="CCCC1=C(SOC(=O)[O-])CCCC1" largest_force_ev_per_a=3.046 orbital_gap_ev=7.0 charge=-1
C 2.22490 -3.33456 -0.48308 -0.595 -1.710 0.773 -0.62
C 1.88638 -1.97015 0.02069 -1.100 2.083 1.286 -0.39
C 0.52374 -1.39353 -0.55006 1.124 0.155 -1.601 -0.45
C 0.13108 0.07489 -0.50003 -0.233 1.774 0.657 0.00
C -1.09367 0.66216 -0.77124 0.069 -0.735 2.363 -0.16
S -2.72522 -0.10428 -1.29583 2.585 -0.598 -1.495 0.51
O -3.80300 0.27203 -0.20978 0.250 -0.031 0.465 -0.80
C -3.82341 -0.57377 1.11627 0.112 1.690 -0.081 0.96
O -4.78793 -0.15063 1.68254 -1.910 -0.113 1.359 -0.72
O -2.86963 -1.26185 1.35307 1.059 -1.065 -0.460 -0.72
C -1.42863 2.06476 -0.18220 0.288 -0.092 -2.514 -0.45
C -0.29800 2.76028 0.51544 0.383 -0.304 0.373 -0.41
C 1.02442 2.46176 -0.09931 2.483 -1.017 -1.323 -0.40
C 1.26924 0.96578 0.11576 -1.314 -0.260 -2.019 -0.42
H 3.12410 -3.66547 0.00594 0.484 -0.191 0.654 0.20
H 1.39918 -3.96779 -0.04895 0.813 0.080 -0.925 0.21
H 2.45724 -3.63526 -1.50651 -0.738 0.825 -0.406 0.20
H 2.66973 -1.19215 -0.10359 -0.168 -0.850 0.104 0.19
H 1.72884 -2.17574 1.13599 0.430 0.822 -1.241 0.20
H -0.27986 -1.86361 -0.03999 -0.952 -1.124 -0.195 0.25
H 0.63829 -1.61211 -1.63555 -0.805 -0.458 0.518 0.20
H -1.68870 2.64440 -1.12858 -0.240 -0.248 1.350 0.20
H -2.26035 2.01870 0.52370 -0.274 -0.229 -0.563 0.24
H -0.51360 3.83717 0.54976 0.098 -0.293 0.604 0.20
H -0.13161 2.22910 1.49239 -0.765 1.256 -0.169 0.20
H 1.26871 2.58139 -1.19482 -1.182 0.441 0.696 0.20
H 1.85420 3.00935 0.36587 -0.229 0.094 0.290 0.19
H 2.22258 0.61345 -0.25740 0.250 0.311 -0.421 0.19
H 1.28098 0.70570 1.12951 0.077 -0.213 1.920 0.20


26
Properties=species:S:1:pos:R:3:forces:R:3:nbo_charge:R:1 method="wB97M-V/def2-TZVPD" smiles=Cc1ccccc1.CCC largest_force_ev_per_a=1.923 orbital_gap_ev=10.0
C -0.70652 1.04901 -2.01704 0.224 0.707 -0.828 -0.64
C -0.32336 -0.38014 -1.85421 0.154 -1.071 0.049 -0.01
C 0.55628 -1.02505 -2.71635 0.079 0.645 -0.268 -0.21
C 1.05112 -2.30234 -2.46641 0.033 0.809 0.314 -0.20
C 0.52502 -3.01012 -1.40751 -0.579 -1.135 0.396 -0.22
C -0.52399 -2.49651 -0.64291 0.921 0.710 -0.350 -0.21
C -0.83234 -1.15839 -0.81595 -1.371 0.031 -0.143 -0.22
H -1.18086 1.30616 -2.97082 -0.308 -0.518 0.056 0.22
H 0.17062 1.70351 -2.06450 0.093 -0.163 0.467 0.22
H -1.34484 1.37800 -1.21267 -0.188 0.141 0.085 0.22
H 0.81328 -0.47014 -3.61047 0.542 -0.085 -0.028 0.20
H 1.91656 -2.65725 -3.00705 -0.254 -0.275 -0.314 0.22
H 0.83295 -4.03440 -1.22043 0.195 0.109 -0.040 0.21
H -1.04487 -3.06103 0.11468 0.127 -0.202 0.026 0.22
H -1.68474 -0.77257 -0.26562 0.236 0.250 0.323 0.20
C -0.02802 1.82932 3.62113 0.660 -0.727 -0.223 -0.61
C 0.35998 0.89363 2.47206 -0.487 0.468 -0.224 -0.39
C 0.14920 1.56884 1.10200 1.059 -1.566 0.354 -0.61
H -1.05696 2.13580 3.45046 -0.074 0.209 0.491 0.20
H 0.14642 1.33944 4.58175 -0.548 -0.005 0.058 0.21
H 0.64673 2.68711 3.64239 -0.225 0.208 -0.244 0.20
H 1.38627 0.55072 2.58136 0.219 0.160 -0.045 0.19
H -0.23619 -0.02324 2.44769 -0.101 0.053 0.345 0.19
H -0.87870 1.50460 0.76452 -0.226 0.610 0.320 0.20
H 0.61056 2.55053 1.07126 -0.286 0.233 -0.180 0.20
H 0.67641 0.89450 0.42266 0.106 0.404 -0.394 0.21


26
Properties=species:S:1:pos:R:3:forces:R:3:nbo_charge:R:1 method="wB97M-V/def2-TZVPD" smiles=CCc1ccccc1.CC largest_force_ev_per_a=2.619 orbital_gap_ev=10.0
C 0.89198 -3.36156 -0.98469 0.115 -2.122 -0.913 -0.62
C 1.32827 -2.28945 0.00989 -0.344 -0.285 -1.490 -0.43
C 0.10844 -1.64960 0.62250 0.332 -0.443 -0.930 0.02
C -0.50575 -2.17633 1.75185 0.752 2.183 1.236 -0.24
C -1.25887 -1.25340 2.49461 -1.059 -0.825 -0.085 -0.19
C -1.59645 0.01285 2.02225 -0.328 -0.842 0.165 -0.24
C -1.30241 0.33027 0.71256 1.270 -0.369 0.230 -0.19
C -0.41835 -0.51760 0.00510 -0.713 1.184 0.907 -0.23
H 1.64199 -3.92762 -1.56077 0.828 0.638 0.538 0.21
H 0.26914 -3.07640 -1.84134 -0.361 0.711 0.684 0.21
H 0.40896 -4.22134 -0.51029 -0.473 0.371 0.305 0.20
H 2.06110 -2.65930 0.72602 -0.309 -0.168 0.205 0.22
H 1.85488 -1.55862 -0.59565 0.137 0.443 0.164 0.21
H -0.07953 -3.00421 2.30290 -0.210 -0.438 -0.380 0.21
H -1.72676 -1.58430 3.41833 0.421 0.120 0.178 0.21
H -2.11228 0.68236 2.69651 -0.154 0.117 -0.193 0.21
H -1.53190 1.32611 0.37474 -0.262 -0.094 -0.424 0.21
H -0.06232 -0.13523 -0.94223 0.291 -0.307 -0.098 0.21
C -0.31730 3.68457 -0.80455 -0.190 0.227 -1.092 -0.61
C 0.86936 3.55514 -1.77627 -0.013 0.770 -0.172 -0.61
H -1.04483 4.31750 -1.32591 -0.167 -0.200 0.204 0.20
H -0.76666 2.69768 -0.72132 -0.048 0.225 0.531 0.20
H -0.15701 4.17564 0.14841 0.359 -0.276 0.196 0.21
H 0.87550 4.41120 -2.45733 0.017 -0.042 0.009 0.20
H 0.69044 2.68450 -2.39553 0.289 -0.222 -0.131 0.20
H 1.88038 3.53714 -1.36978 -0.180 -0.355 0.352 0.21


26
Properties=species:S:1:pos:R:3:forces:R:3:nbo_charge:R:1 method="wB97M-V/def2-TZVPD" smiles=CCc1ccccc1.CC largest_force_ev_per_a=1.721 orbital_gap_ev=10.0
C 0.31786 2.76790 1.73007 -0.455 -0.856 -0.251 -0.60
C 0.65621 1.36322 1.19075 0.807 0.251 -0.004 -0.42
C 0.20203 1.07698 -0.22028 0.857 -0.301 -0.274 0.00
C -1.13209 0.84554 -0.48439 -0.826 0.223 0.452 -0.23
C -1.56814 0.24145 -1.64735 0.956 -0.178 -0.390 -0.20
C -0.60594 -0.02120 -2.61530 -0.383 0.377 -0.436 -0.22
C 0.72201 0.32709 -2.42953 0.462 -0.621 -0.268 -0.21
C 1.15947 0.82877 -1.22353 -1.003 0.532 1.294 -0.22
H 0.12131 2.74151 2.79630 0.051 0.070 0.177 0.21
H -0.59440 3.08273 1.22523 0.006 0.398 0.117 0.21
H 1.12583 3.46076 1.53589 0.017 0.238 -0.142 0.21
H 1.74545 1.22292 1.21817 -0.128 0.076 -0.020 0.20
H 0.29305 0.55728 1.83011 -0.341 0.166 0.105 0.21
H -1.85461 1.14978 0.26170 -0.120 -0.299 0.246 0.21
H -2.56365 -0.14419 -1.78203 -0.363 0.395 0.009 0.22
H -0.90088 -0.40098 -3.58500 -0.022 -0.320 0.097 0.21
H 1.41725 0.03330 -3.20364 0.170 0.315 -0.099 0.21
H 2.16787 1.07816 -0.91427 0.247 -0.330 -0.652 0.21
C -0.44846 -2.67449 1.44548 0.372 -0.189 0.105 -0.61
C 0.27701 -2.37964 0.12182 0.192 -0.543 0.760 -0.62
H -0.97581 -3.62458 1.37190 -0.031 -0.022 0.150 0.20
H 0.24895 -2.73557 2.27940 -0.015 -0.143 0.099 0.20
H -1.19040 -1.92207 1.71453 0.050 0.120 -0.154 0.20
H 0.31457 -3.27576 -0.49556 -0.112 0.182 -0.220 0.20
H -0.23087 -1.57832 -0.33741 -0.620 0.550 -1.098 0.22
H 1.29638 -2.02058 0.21693 0.233 -0.091 0.397 0.20


26
Properties=species:S:1:pos:R:3:forces:R:3:nbo_charge:R:1 method="wB97M-V/def2-TZVPD" smiles=CCc1ccccc1.CC largest_force_ev_per_a=4.162 orbital_gap_ev=9.6
C 2.26690 -1.02493 0.99116 0.462 -2.008 -1.177 -0.61
C 0.88865 -0.48971 0.47663 2.633 1.336 -1.875 -0.43
C -0.12693 -0.09071 1.47519 -0.778 0.235 -0.216 -0.02
C 0.05375 0.59411 2.69499 -1.224 0.187 -1.060 -0.22
C -1.16972 0.85162 3.36867 0.631 1.414 0.856 -0.20
C -2.46266 0.44752 2.97067 1.211 1.289 -1.056 -0.23
C -2.60282 0.00904 1.62407 0.170 -1.750 3.772 -0.21
C -1.43273 -0.33152 1.00580 -0.050 1.313 -2.056 -0.22
H 3.08477 -0.47885 0.47432 -0.408 -0.356 0.506 0.21
H 2.41484 -2.17123 0.65003 -0.373 2.538 1.026 0.21
H 2.42670 -0.95411 2.08070 -0.230 -0.047 -0.493 0.21
H 1.18881 0.42601 -0.23369 -0.939 -1.597 1.570 0.21
H 0.46854 -1.21683 -0.23528 0.061 0.284 0.433 0.22
H 1.01296 1.14099 2.94355 -1.222 -1.148 -0.016 0.23
H -1.08027 1.61543 4.17765 -0.277 -1.098 -0.202 0.21
H -3.29096 0.79846 3.57638 -0.072 -0.383 -0.039 0.21
H -3.49125 -0.54990 1.35537 -0.487 0.959 -0.651 0.22
H -1.62502 -0.38707 -0.09174 0.890 -1.167 0.676 0.21
C -0.30420 -0.17740 -3.69721 -0.421 0.949 -1.490 -0.65
C 1.12539 0.61363 -3.48862 0.232 -0.139 0.239 -0.63
H -0.70593 -1.09063 -3.10782 1.281 1.936 -0.098 0.23
H -1.22438 0.52063 -3.95760 1.987 -1.148 1.031 0.21
H -0.11042 -0.63544 -4.67175 -0.244 -0.092 -0.092 0.21
H 2.00769 0.04386 -3.91243 -1.201 0.089 0.697 0.21
H 1.28114 1.59947 -3.99966 -1.190 -0.831 -0.167 0.22
H 1.40715 0.93756 -2.46936 -0.442 -0.763 -0.120 0.20


Computed calculated total energy, in the same sequence as the records: -595.2380 -1896.2983 -842.9149 -1132.4990 -1013.9408 -390.6135 -390.5917 -390.6130 -390.5262 hartree.
Computed ΔE to the lowest compared entry with this formula, charge and spin, in the same sequence as the records: 42.44 8.49 34.16 27.57 34.14 14.03 27.73 14.35 68.80 kcal per mole.